1.
C35H45N3O3P2RuS2Si2 | wB97M-V/def2-TZVPD

Results
Kohn-Sham gap (alpha / beta) in eV: 6.760 / 6.441
Expectation value of S²: 6.035
Spin multiplicity: 5
ΔE to the lowest compared entry with this formula, charge and spin in kcal per mole: 0.00
E_LUMO (alpha / beta) in eV: -0.58 / -1.17

Cartesian coordinates (Å):
Ru 0.524816 -0.889857 -0.791771
C -3.035542 0.936848 -2.885595
Si -1.206857 1.011808 -3.245510
C -0.779636 2.704803 -3.918882
C -0.745034 -0.255962 -4.511494
N -0.365894 0.767090 -1.723643
P -0.137292 1.752596 -0.471451
C 0.380677 0.623852 0.687388
P 0.026919 -0.514332 1.885690
N 0.499751 -1.844032 1.107423
Si 1.165279 -3.387602 1.574026
C -0.127114 -4.319404 2.537888
C 2.694794 -3.139124 2.637924
C 1.686823 -4.348432 0.071772
C 0.891746 -0.193252 3.436303
C 1.899924 0.763566 3.478776
C 2.629275 0.953190 4.645479
C 2.354139 0.184596 5.766235
C 1.345413 -0.771369 5.730581
C 0.612781 -0.958709 4.570222
C -1.710153 -0.648690 2.379405
C -2.544103 -1.497663 1.651549
C -3.910616 -1.501721 1.889274
C -4.451335 -0.658831 2.851234
C -3.624899 0.182389 3.584099
C -2.257310 0.188555 3.351092
C -1.551955 2.798076 -0.092233
C -1.646337 4.110245 -0.558828
C -2.810203 4.836510 -0.351140
C -3.879846 4.259128 0.319358
C -3.794812 2.950351 0.774670
C -2.638623 2.218188 0.561797
C 1.259945 2.857532 -0.787702
C 2.091600 2.600307 -1.872330
C 3.262208 3.330279 -2.040646
C 3.599087 4.318962 -1.129461
C 2.772572 4.577721 -0.040641
C 1.609519 3.845918 0.134469
H -3.610746 0.961568 -3.814227
H -3.365026 1.769332 -2.259599
H -3.269005 0.002861 -2.368170
H -1.464974 2.939279 -4.737569
H 0.234563 2.713577 -4.323063
H -0.859537 3.507188 -3.179964
H -0.959234 0.158995 -5.500317
H -1.330094 -1.168909 -4.390159
H 0.314291 -0.505040 -4.457387
H -0.324297 -3.865247 3.512199
H 0.186592 -5.351919 2.707295
H -1.063142 -4.337073 1.975144
H 2.679796 -2.221215 3.225442
H 3.594599 -3.129437 2.016507
H 2.801338 -3.975036 3.334406
H 0.870350 -4.952779 -0.324172
H 2.509561 -5.019374 0.335634
H 2.017245 -3.710807 -0.750320
H 2.104157 1.350554 2.590478
H 3.412268 1.699362 4.678133
H 2.925762 0.329175 6.673702
H 1.133048 -1.369979 6.606351
H -0.175601 -1.701400 4.540719
H -2.123457 -2.154808 0.901525
H -4.551017 -2.160658 1.317985
H -5.518255 -0.661742 3.033604
H -4.044073 0.834682 4.339053
H -1.618761 0.855895 3.917583
H -0.819686 4.559613 -1.093148
H -2.883306 5.851412 -0.718629
H -4.785835 4.828947 0.479925
H -4.630544 2.492723 1.287636
H -2.584445 1.185063 0.890537
H 1.837494 1.820131 -2.577373
H 3.905438 3.112535 -2.883474
H 4.509621 4.888809 -1.261691
H 3.039518 5.346889 0.672302
H 0.974385 4.035770 0.992457
N 2.969721 -0.709691 -0.286149
C 3.758396 -0.600556 -1.512479
C 2.866549 -0.577758 -2.757152
O 3.323556 -0.127672 -3.796077
O 1.686218 -1.071101 -2.590955
H 2.954496 0.148856 0.250160
H 3.263986 -1.464712 0.317714
H 4.419784 -1.462590 -1.622245
H 4.378827 0.295867 -1.526467
C -1.613377 -4.241485 -5.053328
O -1.705088 -3.612449 -3.774183
C -0.580418 -3.485507 -3.060793
S 0.888173 -4.009577 -3.543932
S -0.960529 -2.708536 -1.535193
H -2.627843 -4.241337 -5.442769
H -1.233289 -5.257418 -4.955693
H -0.947881 -3.676829 -5.705125

Force components x, y, z for each atom (eV/Å):
Ru -0.007 0.142 0.135
C -0.079 -0.006 0.026
Si -0.033 -0.058 0.015
C 0.065 0.102 0.053
C -0.006 -0.041 -0.028
N 0.132 -0.008 -0.030
P 0.129 0.015 0.086
C -0.133 -0.455 -0.440
P -0.025 0.081 0.071
N 0.120 0.014 -0.026
Si 0.019 0.036 -0.049
C -0.097 -0.036 0.074
C 0.069 0.030 0.021
C -0.034 -0.059 -0.002
C -0.009 -0.022 0.047
C 0.004 -0.044 0.005
C -0.006 0.011 -0.020
C 0.003 -0.013 0.004
C -0.015 -0.013 -0.035
C 0.036 0.071 -0.028
C -0.014 -0.041 -0.032
C 0.002 0.014 0.082
C 0.015 0.030 -0.018
C 0.000 -0.015 -0.009
C 0.041 0.006 0.024
C -0.002 -0.020 -0.025
C -0.062 0.049 -0.072
C -0.063 -0.070 0.077
C 0.027 -0.018 -0.013
C 0.011 -0.004 -0.004
C -0.009 -0.006 0.003
C 0.035 -0.077 0.021
C -0.013 0.071 0.060
C 0.004 0.035 0.032
C -0.006 -0.019 0.000
C 0.001 -0.004 0.003
C -0.025 -0.018 -0.001
C 0.006 -0.017 -0.066
H -0.018 0.003 -0.009
H -0.010 0.005 0.010
H -0.015 -0.008 0.000
H -0.003 0.014 -0.010
H 0.017 0.027 0.002
H -0.009 -0.059 -0.065
H -0.019 -0.034 -0.028
H 0.030 -0.014 0.010
H 0.026 -0.030 -0.017
H -0.021 -0.011 -0.007
H 0.000 -0.009 0.020
H -0.008 -0.035 0.012
H -0.005 0.004 0.027
H 0.025 0.021 0.008
H 0.024 -0.016 -0.013
H -0.019 0.019 -0.046
H -0.012 -0.004 0.005
H 0.042 0.022 -0.031
H 0.002 0.018 -0.005
H 0.004 0.004 -0.001
H 0.003 0.004 0.004
H -0.003 -0.001 0.011
H -0.020 0.000 0.013
H 0.018 -0.003 -0.038
H -0.006 -0.007 0.002
H -0.005 0.001 0.006
H -0.009 0.008 0.002
H 0.012 -0.001 0.004
H 0.038 0.017 0.033
H 0.001 0.011 0.003
H -0.005 0.006 0.001
H -0.011 0.003 0.000
H -0.005 0.121 -0.044
H -0.021 -0.005 -0.049
H -0.004 -0.002 -0.007
H 0.006 0.007 -0.001
H 0.000 0.008 0.007
H -0.014 0.020 0.012
N -0.040 0.000 -0.044
C 0.059 -0.010 0.004
C 0.007 0.005 -0.090
O -0.114 -0.059 0.085
O 0.033 0.158 0.057
H 0.002 -0.017 0.026
H 0.012 0.005 0.032
H -0.021 0.024 0.031
H -0.003 -0.026 0.033
C -0.049 -0.003 -0.048
O 0.002 -0.011 0.006
C 0.226 0.107 -0.088
S -0.105 -0.030 0.044
S -0.116 0.108 0.164
H -0.001 -0.001 0.009
H 0.008 0.001 0.013
H 0.016 0.003 0.003

=====

2.
C35H46AlF4IN4O5SSi | wB97M-V/def2-TZVPD

Results
Kohn-Sham gap in eV: 7.478
ΔE to the lowest compared entry with this formula, charge and spin in kcal per mole: 17.68
E_LUMO in eV: -0.82

Cartesian coordinates (Å):
Al 0.084037 1.003203 -0.232944
C -1.544871 -2.717821 -0.517298
N -0.184790 -2.442791 -0.106105
C 0.740079 -3.365287 -0.726222
C -0.003570 -2.338304 1.333766
C 0.691562 -1.001991 1.643585
N -0.229843 0.095510 1.371266
C -1.332353 0.132098 2.177938
C -2.600924 0.361700 1.612889
F -2.641595 0.529361 0.273740
C -3.766310 0.293646 2.348390
F -4.958003 0.398607 1.741384
C -3.738628 0.049931 3.712694
C -2.506776 -0.141376 4.307652
F -2.446960 -0.376830 5.628414
C -1.335415 -0.105052 3.569204
F -0.170848 -0.278785 4.242239
H -1.862316 -3.743617 -0.262291
H -2.217600 -2.003269 -0.048213
H -1.617793 -2.598088 -1.598872
H 0.537086 -4.413620 -0.454191
H 0.663939 -3.272484 -1.808052
H 1.760527 -3.121566 -0.436424
H -0.974335 -2.351834 1.839347
H 0.592813 -3.167511 1.735605
H 1.086963 -0.996436 2.661703
H 1.517187 -0.901578 0.944579
H -4.644726 0.026262 4.290092
I 7.150445 -3.346364 -0.868326
C 5.339813 -2.374131 -1.364597
C 4.767208 -1.514089 -0.444619
C 3.575179 -0.886443 -0.750692
C 2.938462 -1.128329 -1.961872
C 3.547948 -1.969463 -2.887706
C 4.748975 -2.590907 -2.599416
C 1.611760 -0.517386 -2.319002
O 1.182143 -0.591319 -3.441633
O 0.997618 0.086483 -1.334752
H 5.247911 -1.324617 0.502725
H 3.142285 -0.200520 -0.040768
H 3.062222 -2.120224 -3.840363
H 5.219323 -3.229989 -3.331502
N 4.637156 4.686977 -2.516305
C 4.168148 4.090604 -1.659151
C 3.612396 3.371432 -0.571084
C 4.236737 3.390880 0.680809
C 3.636293 2.714550 1.727202
C 2.437991 2.052481 1.499976
N 1.856157 2.027952 0.308590
C 2.425168 2.658002 -0.709534
H 5.173146 3.911883 0.807632
H 4.082924 2.690730 2.709553
H 1.930116 1.501735 2.276912
H 1.918161 2.577620 -1.663980
C 0.279817 3.212165 3.792505
C -0.845380 3.897861 3.015734
C -2.198651 3.540244 3.624415
C -0.642015 5.412468 3.047900
O -0.782203 3.409915 1.674228
Si -1.614473 3.925615 0.373159
S -0.886132 2.704149 -1.228538
O -3.187553 3.728872 0.650893
C -4.350450 4.115168 -0.088602
C -4.618246 5.598049 0.167818
C -4.150340 3.850506 -1.577636
C -5.503987 3.261355 0.439351
O -1.376440 5.487422 0.005075
C -0.423891 6.241603 -0.735716
C 1.003049 5.821322 -0.381277
C -0.658808 7.707753 -0.359608
C -0.668149 6.025550 -2.230297
H 0.270147 3.548351 4.825633
H 1.241154 3.463898 3.350077
H 0.147262 2.135569 3.772626
H -2.253324 3.902281 4.647849
H -2.331655 2.462361 3.621962
H -2.991857 3.985451 3.031273
H -0.682045 5.778857 4.070499
H -1.413794 5.899792 2.461117
H 0.327526 5.666528 2.627098
H -3.748415 6.176299 -0.127423
H -4.806563 5.766934 1.225624
H -5.483332 5.922170 -0.404178
H -3.363620 4.487314 -1.970956
H -5.070890 4.041176 -2.123110
H -3.857909 2.814167 -1.723885
H -5.585493 3.358029 1.519741
H -5.331988 2.218735 0.190479
H -6.439847 3.579224 -0.012753
H 1.228550 6.071829 0.652527
H 1.713941 6.327761 -1.029795
H 1.092484 4.747093 -0.518505
H -0.451157 7.858843 0.696871
H -1.696221 7.972328 -0.549565
H -0.015601 8.360330 -0.944612
H -0.594898 4.966071 -2.464380
H 0.065797 6.576760 -2.812958
H -1.663479 6.370741 -2.500723

Force components x, y, z for each atom (eV/Å):
Al 0.132 0.313 1.191
C 0.052 -0.083 -0.009
N -0.207 -0.166 0.052
C 0.005 0.044 0.025
C 0.364 0.260 -0.013
C -0.077 -0.573 -0.050
N 0.478 0.697 -0.529
C -0.827 0.163 0.518
C 0.169 -0.223 0.031
F -0.253 -0.004 0.183
C -0.004 -0.085 0.172
F 0.198 0.075 -0.058
C 0.282 0.094 -0.147
C -0.201 -0.079 -0.213
F 0.125 0.076 -0.174
C 0.118 0.071 -0.073
F -0.205 0.061 -0.137
H -0.081 0.047 0.016
H -0.111 -0.018 -0.007
H -0.067 -0.005 -0.022
H 0.010 -0.033 0.023
H 0.049 -0.036 -0.116
H 0.086 -0.039 0.013
H 0.071 -0.092 0.013
H -0.065 -0.056 -0.026
H 0.000 0.071 -0.074
H 0.189 -0.126 0.067
H -0.162 -0.047 0.083
I -0.375 0.199 -0.140
C 0.431 -0.201 0.084
C 0.170 0.018 0.124
C -0.171 0.043 -0.188
C 0.138 -0.004 0.002
C -0.142 0.136 0.007
C 0.075 -0.050 0.019
C 0.040 0.007 -0.065
O -0.189 -0.045 -0.208
O 0.329 -0.261 -0.266
H 0.060 -0.017 0.079
H -0.045 0.023 0.049
H -0.041 -0.033 -0.052
H 0.014 -0.077 -0.001
N 0.160 0.250 -0.349
C 0.072 0.009 -0.225
C -0.305 -0.436 0.811
C -0.269 -0.164 -0.135
C -0.039 -0.019 -0.069
C 0.213 -0.053 0.223
N -0.408 -0.221 -0.100
C 0.441 0.221 -0.389
H 0.048 0.082 0.035
H 0.014 0.015 0.035
H -0.059 -0.013 0.100
H 0.047 0.148 0.003
C -0.292 0.205 -0.270
C 0.019 0.146 0.774
C 0.232 0.037 -0.159
C -0.011 -0.306 -0.100
O 0.230 -0.080 0.023
Si 0.516 -0.432 -0.834
S -0.307 -0.054 0.031
O -0.217 -0.181 0.294
C -0.550 0.179 -0.106
C 0.128 -0.322 -0.028
C 0.043 -0.080 0.342
C 0.337 0.153 -0.136
O -0.208 0.088 0.120
C 0.317 0.420 -0.344
C -0.383 0.039 0.026
C 0.007 -0.402 -0.063
C -0.054 0.004 0.299
H 0.020 0.015 0.141
H 0.083 0.080 0.019
H 0.007 -0.180 0.008
H -0.040 0.036 0.127
H -0.058 -0.110 0.009
H -0.149 0.047 0.060
H -0.031 0.006 0.117
H -0.094 0.198 -0.012
H 0.107 0.077 -0.061
H 0.049 0.154 -0.051
H -0.039 0.035 0.123
H -0.115 0.081 -0.048
H 0.118 0.123 -0.163
H -0.088 0.068 -0.053
H 0.004 -0.104 -0.095
H 0.006 0.009 0.103
H -0.012 -0.116 0.017
H -0.116 0.047 -0.057
H 0.063 -0.019 0.113
H 0.099 0.034 -0.056
H 0.084 -0.058 -0.012
H 0.022 0.039 0.126
H -0.094 0.051 -0.039
H 0.084 0.068 -0.054
H 0.073 0.029 -0.128
H 0.055 0.049 -0.092
H -0.119 0.063 -0.035